# 1
DFT (the ωB97M-V functional and the def2-TZVPD basis) results for 3 unconnected molecules or ions with the total composition C2H6N3OS at a distorted geometry.

For the energy above the lowest of the compared OMol25 structures with the same formula, charge and spin, the calculation gives 406.49 kJ/mol. The charge is +1. As for the lowest unoccupied orbital energy: -3.67 eV. The calculation puts the calculated total energy at -19514.00870 eV.

```
13
Properties=species:S:1:pos:R:3:forces:R:3
C -2.8586 -1.0698 -1.0092 0.5 0.0 0.4
C -0.4264 1.7354 0.6009 -1.4 2.4 1.1
N -1.7972 -0.9058 -0.6103 -1.9 -0.8 -1.3
N 0.6402 1.4468 1.0694 3.8 -0.3 1.0
N 1.8955 -0.6786 -0.0398 -1.8 1.5 -1.7
O -0.6608 -0.7334 -0.3232 1.7 0.7 0.9
S -1.8179 2.3927 0.3444 0.2 -0.7 -0.6
H -3.6478 -1.6464 -1.3964 -0.9 0.0 -0.2
H 1.4152 0.2033 0.4974 0.8 -0.8 -0.9
H 1.4618 1.9815 1.5404 -2.6 -0.8 -1.2
H 2.2876 -0.4053 -1.0054 -0.3 -0.5 2.2
H 0.9849 -1.1767 -0.2614 1.4 -0.1 0.5
H 2.5236 -1.1438 0.5932 0.4 -0.5 -0.2
```
Forces are in eV/Å.

# 2
DFT (the ωB97M-V functional and the def2-TZVPD basis) results for C2H6N3P in the gas phase at a distorted geometry.

For the energy above the lowest of the compared OMol25 structures with the same formula, charge and spin, the calculation gives 733.67 kJ/mol. As for the lowest unoccupied orbital energy (alpha / beta): -1.00 / -1.03 eV. The calculation puts the calculated total energy at -15922.30562 eV.

```
12
Properties=species:S:1:pos:R:3:forces:R:3
C -0.9541 0.5820 -1.0088 2.3 -0.4 2.5
C 2.1898 -0.7800 -1.0598 -0.3 -0.9 -0.7
N -1.5985 0.1352 0.0897 -0.7 0.3 0.7
N -0.9827 0.4007 1.3256 1.6 0.6 0.2
N 0.4573 0.0814 1.1568 -1.3 -0.6 0.4
P 0.9186 0.1778 -0.5240 -0.4 0.1 1.5
H -1.1275 0.0377 -1.8457 -1.4 -1.2 -2.9
H 2.1672 -1.8834 -1.2742 -0.3 1.2 0.5
H -2.0032 -0.7896 0.1822 -0.4 0.1 -0.5
H -0.9050 1.3994 1.5545 -0.9 -0.3 -0.7
H 0.5323 -0.7812 1.6559 0.6 -0.8 -0.2
H 1.3057 1.4201 -0.2521 1.2 1.8 -0.8
```
Forces are in eV/Å.

# 3
DFT (the ωB97M-V functional and the def2-TZVPD basis) results for a molecular structure, C2H6N3S at a distorted geometry.

For the energy above the lowest of the compared OMol25 structures with the same formula, charge and spin, the calculation gives 296.69 kJ/mol. The charge is +1. As for the lowest unoccupied orbital energy: -3.88 eV. The calculation puts the calculated total energy at -17467.06307 eV.

```
12
Properties=species:S:1:pos:R:3:forces:R:3
C 0.3375 2.0635 0.8278 -1.3 1.8 1.0
C -0.2289 -0.1581 0.6853 2.6 3.9 -4.6
N -0.5297 1.1580 0.9252 -1.3 -2.1 0.9
N 1.5798 0.0373 0.0782 -2.8 0.2 0.0
N -0.5380 -0.5462 -0.7429 1.6 -0.6 0.0
S 1.9090 1.6946 0.3839 1.9 -1.1 -0.1
H -0.0022 3.0764 1.1984 1.0 -0.9 -0.9
H -0.5561 -0.8812 1.3101 -0.4 -2.2 2.5
H 2.1979 -0.7471 0.2330 0.9 0.6 0.8
H 0.5731 -0.3467 -1.1248 -1.6 -0.1 0.9
H -1.2602 0.0125 -1.1524 -0.5 0.7 -0.4
H -0.8126 -1.5228 -0.8246 0.0 -0.1 -0.1
```
Forces are in eV/Å.

# 4
DFT (the ωB97M-V functional and the def2-TZVPD basis) results for 2 unconnected molecules or ions with the total composition C2H6N3S2 at a distorted geometry.

For the energy above the lowest of the compared OMol25 structures with the same formula, charge and spin, the calculation gives 512.67 kJ/mol. The charge is +1. As for the lowest unoccupied orbital energy (alpha / beta): -6.03 / -6.03 eV. The calculation puts the calculated total energy at -28300.30032 eV.

```
13
Properties=species:S:1:pos:R:3:forces:R:3
C 1.9805 1.3883 0.2196 1.3 -3.3 -0.4
C 0.7839 0.8646 0.0544 -0.7 0.2 0.5
N 0.6535 -0.5687 0.1398 -2.8 0.5 0.6
N -0.4027 1.5013 -0.2403 0.9 -0.5 -0.6
N 1.5851 -1.3573 0.0933 1.9 -2.1 0.5
S 3.0962 -0.9387 0.1471 -1.2 2.6 -0.2
S -2.3482 -1.5367 -0.1254 -0.3 0.3 0.0
H 2.8704 1.8047 -0.1674 0.3 1.1 0.0
H -0.2823 -1.0325 0.3463 0.8 0.9 -0.7
H -0.2578 2.3936 -0.6203 0.3 1.3 -0.7
H -1.2011 1.5553 0.3426 -0.6 -0.7 1.0
H -3.4180 -1.6867 0.6218 -0.3 0.5 1.4
H -3.0595 -2.3873 -0.8117 0.2 -0.9 -1.4
```
Forces are in eV/Å.

# 5
DFT (the ωB97M-V functional and the def2-TZVPD basis) results for C2H6N4 in the gas phase at a distorted geometry.

For the energy above the lowest of the compared OMol25 structures with the same formula, charge and spin, the calculation gives 525.13 kJ/mol. As for the lowest unoccupied orbital energy: 0.84 eV. The calculation puts the calculated total energy at -8126.65027 eV.

```
12
Properties=species:S:1:pos:R:3:forces:R:3
C -0.3329 -0.7886 0.6075 -2.4 4.8 -2.9
C 0.8539 0.3455 0.6391 -2.7 -1.2 2.4
N -1.3396 -1.0757 -1.4705 -2.9 -0.6 -2.1
N -0.3635 -1.2088 -0.8156 2.9 -0.3 1.9
N -0.0318 1.6989 -1.2202 -0.5 -0.3 0.3
N 0.8674 1.3356 -0.5158 1.1 0.5 0.3
H -0.2127 -1.6038 1.2204 0.9 -1.7 1.6
H -1.4239 -0.3280 0.7767 2.2 -0.7 0.2
H 0.6665 0.9197 1.6473 0.8 -0.9 -2.0
H 1.7276 -0.2949 0.6928 0.6 0.7 -0.2
H -2.2325 -0.8221 -0.9637 0.6 0.5 0.3
H 1.8216 1.8221 -0.5981 -0.7 -0.8 0.3
```
Forces are in eV/Å.

# 6
DFT (the ωB97M-V functional and the def2-TZVPD basis) results for C2H6N4 in the gas phase at a distorted geometry.

For the energy above the lowest of the compared OMol25 structures with the same formula, charge and spin, the calculation gives 306.17 kJ/mol. As for the lowest unoccupied orbital energy (alpha / beta): 0.46 / 0.46 eV. Its SMILES is [H]/N=N\C(N)=C\N. The calculation puts the calculated total energy at -8128.91966 eV.

```
12
Properties=species:S:1:pos:R:3:forces:R:3
H 0.9079 -2.0162 0.2441 -0.7 0.7 -0.6
N 1.8208 -1.5489 0.2070 1.6 1.6 1.2
N 1.7982 -0.3101 0.5249 1.5 -2.5 -0.2
C 0.5681 0.2615 0.3923 -3.3 -0.2 -1.9
N -0.1483 0.6903 1.4939 1.0 0.3 0.4
C 0.0188 0.1937 -0.8616 1.3 -0.3 0.0
N -1.2269 0.6089 -1.2673 -0.9 0.6 0.3
H -1.1234 0.9049 1.3451 0.3 -0.1 0.5
H 0.1857 0.2742 2.3552 -0.8 0.3 0.0
H 0.6829 0.0279 -1.7079 0.0 -0.3 0.4
H -1.9451 0.6427 -0.5551 -0.1 -0.2 -0.4
H -1.5388 0.2710 -2.1707 0.1 0.1 0.5
```
Forces are in eV/Å.

# 7
DFT (the ωB97M-V functional and the def2-TZVPD basis) results for C2H6N4O in the gas phase at a distorted geometry.

For the energy above the lowest of the compared OMol25 structures with the same formula, charge and spin, the calculation gives 800.14 kJ/mol. As for the lowest unoccupied orbital energy (alpha / beta): 0.69 / 0.69 eV. The calculation puts the calculated total energy at -10171.76876 eV.

```
13
Properties=species:S:1:pos:R:3:forces:R:3
C 1.7823 0.8384 1.0329 -1.0 -1.7 -3.2
C 0.4834 0.2699 0.2050 -1.3 0.6 -0.1
N -0.8596 1.4300 -1.7035 0.7 -0.7 0.0
N -0.3894 0.4448 -0.8510 0.9 -0.7 -0.9
N 1.5737 1.8175 1.8004 -4.1 2.6 1.2
N -0.9382 -0.8986 -1.2610 4.3 0.7 1.9
O 0.1092 -0.8092 0.9165 0.7 -0.4 0.8
H -1.1941 0.9208 -2.6074 1.1 0.9 2.1
H 0.6340 2.2923 1.9969 1.2 -0.9 -0.9
H 2.2019 2.2784 2.4072 1.7 -0.3 0.4
H -0.5495 -1.0217 -2.1710 -0.5 -0.2 -0.7
H -1.8553 -0.7557 -1.1122 -4.1 0.3 -0.7
H -0.5628 -1.2808 0.3656 0.6 -0.1 0.1
```
Forces are in eV/Å.

# 8
DFT (the ωB97M-V functional and the def2-TZVPD basis) results for C2H6N4O in the gas phase at a distorted geometry.

For the energy above the lowest of the compared OMol25 structures with the same formula, charge and spin, the calculation gives 483.94 kJ/mol. As for the lowest unoccupied orbital energy: 0.82 eV. Its SMILES is NC(=C=O)N(N)N. The calculation puts the calculated total energy at -10175.04596 eV.

```
13
Properties=species:S:1:pos:R:3:forces:R:3
N 0.9952 -1.2484 -1.0137 1.2 0.0 -0.3
C -0.0648 -0.6670 -0.3277 -2.0 0.9 0.5
C -1.3247 -1.0228 -0.5307 -0.3 -1.6 -0.6
O -2.3173 -1.6716 -0.5875 0.4 0.8 0.0
N 0.0621 0.4465 0.5450 -0.5 -1.3 1.4
N 1.0794 1.3378 0.2907 0.8 1.4 -0.8
N -1.2417 1.0910 0.5845 -0.1 0.7 -0.4
H 1.7796 -1.4262 -0.3966 -0.1 -0.4 0.0
H 0.7238 -2.0885 -1.5192 0.1 0.3 0.2
H 1.7566 0.9652 -0.3725 -0.4 0.2 0.0
H 1.5452 1.6090 1.1511 0.0 -0.4 -0.1
H -1.1058 2.0335 0.9436 0.2 -0.1 -0.3
H -1.8875 0.6416 1.2330 0.7 -0.3 0.2
```
Forces are in eV/Å.

# 9
DFT (the ωB97M-V functional and the def2-TZVPD basis) results for C2H6N4O in the gas phase at a distorted geometry.

For the energy above the lowest of the compared OMol25 structures with the same formula, charge and spin, the calculation gives 432.56 kJ/mol. As for the lowest unoccupied orbital energy: 0.51 eV. Its SMILES is [H]/N=C(/N=N/[H])N(C)O. The calculation puts the calculated total energy at -10175.57846 eV.

```
13
Properties=species:S:1:pos:R:3:forces:R:3
H 1.7683 -1.6029 -0.9638 0.0 0.3 0.2
N 0.8537 -1.3796 -1.3448 -0.2 -0.2 -0.2
C 0.1395 -0.6530 -0.6051 -0.2 0.0 -1.0
N -1.2753 -0.5034 -0.9377 -0.9 -0.2 0.3
N -1.6158 0.0243 -1.9933 1.1 0.1 -0.2
H -2.6437 -0.0310 -2.1094 0.3 -0.2 0.5
N 0.3810 -0.1285 0.6396 1.5 -0.6 1.2
C -0.1818 1.1355 1.0490 0.2 0.2 0.1
O 1.7800 -0.2650 1.0445 -1.4 0.4 -0.7
H 0.3105 1.9829 0.5626 0.0 0.0 0.0
H -1.2397 1.1325 0.7873 0.1 0.0 0.1
H -0.0699 1.2264 2.1289 -0.1 0.0 -0.1
H 1.7933 -0.9381 1.7421 -0.4 0.1 -0.2
```
Forces are in eV/Å.

# 10
DFT (the ωB97M-V functional and the def2-TZVPD basis) results for C2H6N4O in the gas phase at a distorted geometry.

For the energy above the lowest of the compared OMol25 structures with the same formula, charge and spin, the calculation gives 261.77 kJ/mol. As for the lowest unoccupied orbital energy: 0.92 eV. Its SMILES is [H]/N=N/N(C)C(N)=O. The calculation puts the calculated total energy at -10177.34862 eV.

```
13
Properties=species:S:1:pos:R:3:forces:R:3
H -2.7204 -1.1668 -0.1878 -0.3 -0.1 0.1
N -2.1340 -0.3548 -0.0089 -0.6 -1.8 -0.2
N -0.9708 -0.8258 -0.0442 -0.8 -0.1 0.1
N -0.0908 0.1264 0.1149 3.4 1.6 -0.3
C -0.5340 1.4955 0.1004 -1.0 0.3 -4.4
C 1.3912 -0.0942 0.0263 -2.5 -2.7 -0.1
N 1.6700 -1.4359 0.0886 -4.3 -0.1 -1.4
O 2.1757 0.7793 -0.0849 0.6 1.5 0.3
H -0.6684 1.8501 1.0680 0.3 1.3 1.5
H -0.0235 2.0740 -0.7502 0.2 -0.4 2.2
H -1.5556 1.4821 -0.3751 0.9 0.0 0.9
H 0.9570 -2.1107 -0.2698 0.8 1.2 0.9
H 2.5033 -1.8193 0.3226 3.1 -0.6 0.5
```
Forces are in eV/Å.